89
Properties=species:S:1:pos:R:3:forces:R:3:lowdin_charge:R:1 method="wB97M-V/def2-TZVPD" e_above_lowest_kcal_mol=0.0 orbital_gap_ev=5.17 homo_energy_ev=-12.35 total_charge=+2 energy_ha=-3761.59988
Sn 12.748 13.746 11.709 2.12 1.86 -1.04 1.34
O 14.966 12.998 13.971 -1.44 -0.23 -1.74 -0.06
N 13.605 12.624 13.732 1.24 0.63 2.01 -0.12
C 12.992 12.479 14.870 -0.06 0.99 -0.41 -0.04
C 11.686 11.824 15.010 0.37 0.76 -0.88 -0.19
C 11.212 11.589 16.299 0.77 0.74 0.39 0.00
C 10.200 10.680 16.476 -0.69 -0.16 -0.29 -0.03
C 9.759 9.923 15.394 -0.21 -0.37 0.51 -0.03
C 10.210 10.180 14.117 -0.79 0.12 -1.51 -0.07
C 11.037 11.281 13.879 0.75 -0.75 1.07 -0.29
P 11.435 11.547 12.144 -1.23 -1.00 -1.39 1.06
C 12.105 9.930 11.598 0.71 0.21 0.03 -0.35
C 11.426 8.936 10.874 -0.99 -0.11 0.05 -0.07
C 12.063 7.723 10.572 -0.61 0.03 0.22 -0.05
C 13.399 7.526 10.874 0.38 1.81 1.22 -0.04
C 14.089 8.505 11.645 -0.31 -0.39 -0.52 -0.03
C 13.399 9.666 12.047 1.80 -0.30 -0.17 -0.10
C 9.865 11.722 11.236 -0.92 0.11 0.48 -0.37
C 8.664 12.053 11.918 0.37 0.27 -0.49 -0.06
C 7.462 12.160 11.205 0.67 -0.05 -0.75 -0.04
C 7.443 11.929 9.819 0.62 0.35 0.45 -0.04
C 8.636 11.632 9.158 -0.81 -0.17 -0.77 -0.07
C 9.822 11.505 9.850 1.01 -0.30 -0.07 -0.12
H 15.245 13.188 12.997 -0.25 0.29 1.53 0.04
H 13.462 12.857 15.796 0.13 -0.56 -0.55 0.16
H 11.656 12.133 17.169 -0.33 -0.62 -0.90 0.15
H 9.723 10.573 17.431 0.06 -0.25 0.36 0.12
H 9.047 9.120 15.556 0.09 0.09 -0.02 0.13
H 9.859 9.564 13.251 0.17 0.62 0.98 0.14
H 10.345 9.029 10.624 1.01 0.10 0.12 0.12
H 11.468 6.889 10.175 0.33 0.59 -0.14 0.13
H 13.910 6.646 10.576 0.31 -0.74 -0.21 0.11
H 15.170 8.347 11.888 -1.23 0.25 -0.07 0.13
H 13.979 10.388 12.656 -0.59 -0.37 -0.42 0.11
H 8.705 12.288 12.984 -0.18 -0.17 -0.31 0.11
H 6.556 12.494 11.673 -0.21 -0.10 0.41 0.11
H 6.543 12.045 9.219 0.03 -0.08 0.36 0.12
H 8.579 11.477 8.064 0.31 0.03 0.79 0.13
H 10.722 11.166 9.304 -0.47 0.42 0.35 0.12
O 14.822 13.916 11.605 -1.83 -0.95 0.23 -0.33
C 15.779 14.169 10.592 1.16 1.69 -0.69 -0.48
C 15.819 13.083 9.490 0.23 1.16 0.61 -0.49
C 15.132 11.939 9.494 -1.21 -1.68 0.33 -0.16
C 15.599 10.928 8.560 -1.31 -0.31 0.53 -0.18
C 16.674 11.349 7.873 0.88 0.77 -0.23 -0.34
S 17.077 13.028 8.330 0.31 -1.28 -0.72 1.06
C 15.563 15.638 10.075 0.48 0.10 -0.73 -0.46
C 15.421 16.093 8.784 -0.51 -0.60 -0.10 -0.15
C 15.212 17.493 8.664 0.06 -0.14 -0.59 -0.19
C 15.416 18.162 9.823 -0.24 -0.44 -0.13 -0.40
S 15.666 17.059 11.089 0.17 -0.69 1.00 1.04
C 17.184 14.100 11.294 -0.79 -0.65 -0.19 -0.50
C 17.523 13.173 12.248 -1.52 -0.18 -0.24 -0.14
C 18.866 13.190 12.648 1.00 1.04 -0.14 -0.14
C 19.546 14.160 11.932 -0.23 -0.55 -0.33 -0.35
S 18.560 14.962 10.739 0.18 -0.31 1.24 1.05
H 14.349 11.723 10.240 0.33 0.05 -0.43 0.08
H 15.082 9.946 8.414 0.76 0.99 0.26 0.12
H 17.295 10.749 7.182 -0.52 0.83 0.34 0.09
H 15.487 15.469 7.897 -0.30 -0.16 0.24 0.10
H 14.857 17.958 7.751 0.52 0.04 -0.03 0.11
H 15.446 19.230 9.950 -0.20 0.03 0.31 0.08
H 16.764 12.475 12.617 0.71 0.10 -0.05 0.11
H 19.298 12.594 13.464 -0.21 0.33 -0.64 0.12
H 20.595 14.404 11.966 0.01 0.03 0.11 0.07
C 12.039 15.697 12.218 -0.78 -0.79 0.03 -0.10
C 11.231 16.617 12.293 -0.39 -0.31 0.28 -0.09
C 10.213 17.681 12.276 -0.23 -0.34 0.05 -0.24
C 10.608 19.016 12.389 1.06 0.01 -0.26 -0.03
C 9.734 20.061 12.110 -0.36 -0.29 -0.16 -0.05
C 8.396 19.769 11.876 -0.70 -0.55 0.12 -0.06
C 7.928 18.443 11.851 1.61 -0.15 0.36 -0.05
C 8.839 17.394 12.045 0.41 0.53 -0.13 -0.04
H 11.659 19.182 12.661 -0.47 0.23 -0.35 0.13
H 10.048 21.091 11.976 0.23 -0.17 0.55 0.12
H 7.665 20.569 11.782 0.26 -0.05 -0.27 0.12
H 6.905 18.199 11.663 -0.47 0.09 0.03 0.10
H 8.494 16.370 12.035 0.02 -0.09 -0.12 0.11
C 12.693 14.019 6.678 0.61 -0.70 -0.81 -0.06
N 11.868 14.947 7.411 -1.08 0.52 1.39 0.03
C 11.773 14.954 8.780 0.74 -0.21 -1.48 -0.51
N 10.717 15.609 9.294 -0.55 1.02 0.55 0.19
O 12.683 14.353 9.470 -1.35 -0.17 0.70 -0.12
H 12.053 13.524 5.916 0.45 -0.19 0.75 0.10
H 13.221 13.331 7.377 -0.69 0.32 -0.58 0.09
H 13.477 14.505 6.081 -0.17 0.25 0.37 0.09
H 11.077 15.388 6.904 1.07 -0.47 0.56 0.16
H 10.128 16.200 8.664 0.90 -0.90 0.96 0.15
H 10.785 15.925 10.284 -0.03 -0.36 -1.17 0.06



99
Properties=species:S:1:pos:R:3:forces:R:3:lowdin_charge:R:1 method="wB97M-V/def2-TZVPD" e_above_lowest_kcal_mol=0.0 orbital_gap_ev=9.63 homo_energy_ev=-9.04 total_charge=0 energy_ha=-1992.54108
C -5.261 -15.895 7.458 1.98 1.26 -0.97 -0.63
O -5.809 -16.936 7.128 -1.05 -0.50 0.54 -0.01
N -4.441 -15.206 6.569 -1.66 -0.63 -0.73 0.14
N -5.243 -15.308 8.710 -0.90 -1.61 -0.13 0.16
H -4.527 -15.406 5.539 0.52 0.10 2.08 0.12
H -3.643 -14.736 6.956 0.26 0.38 -0.51 0.04
H -5.918 -15.679 9.389 0.42 0.18 -0.38 0.08
H -5.079 -14.332 8.694 0.07 0.75 0.16 0.09
C -0.344 -18.379 4.019 0.63 0.28 0.11 -0.61
O -0.797 -18.013 5.124 0.65 -0.36 -1.29 -0.01
N 0.938 -18.158 3.625 0.24 -0.19 -0.58 0.19
N -1.057 -19.052 3.075 0.14 -0.46 -0.13 0.17
H 1.630 -17.948 4.311 0.33 0.01 0.50 0.08
H 1.268 -18.570 2.745 -0.25 0.36 0.92 0.12
H -1.997 -18.755 2.960 -1.61 0.31 0.14 0.05
H -0.625 -19.250 2.182 0.13 0.13 0.30 0.11
C -4.335 -17.856 4.083 -0.57 -0.71 1.45 -0.66
O -3.804 -17.909 2.981 0.56 0.05 -0.55 -0.01
N -3.629 -17.887 5.259 1.38 0.12 -2.06 0.17
N -5.715 -17.858 4.198 0.63 0.53 1.44 0.14
H -4.067 -18.031 6.122 -0.87 0.00 1.11 0.05
H -2.587 -17.931 5.210 -1.16 0.11 0.06 0.07
H -6.160 -17.543 5.101 0.57 -0.58 -1.61 0.10
H -6.153 -17.939 3.299 -0.50 0.28 0.23 0.09
C -1.403 -12.716 6.382 0.22 1.78 -2.05 -0.17
O -1.977 -13.932 6.755 -0.83 1.10 0.13 -0.13
H -2.081 -12.038 5.757 0.16 -1.33 0.91 0.10
H -1.062 -12.022 7.167 0.01 -0.72 0.32 0.08
H -0.579 -12.878 5.659 -0.04 0.02 0.55 0.07
H -1.309 -14.593 6.892 0.67 -0.85 0.33 0.03
C 3.109 -14.432 10.441 -0.17 0.91 -0.85 -0.14
O 2.045 -15.337 10.169 0.25 0.19 -0.78 -0.14
H 4.067 -14.925 10.265 0.13 0.26 0.10 0.09
H 3.047 -13.478 9.832 -0.12 -1.34 0.22 0.10
H 3.003 -14.092 11.445 0.34 0.18 1.05 0.06
H 2.328 -16.172 10.568 -0.31 -0.25 0.28 0.04
C 4.458 -19.814 6.695 1.40 0.40 0.96 -0.09
C 3.850 -18.616 7.403 0.29 0.55 -0.50 -0.32
O 2.581 -18.395 6.793 -0.42 2.17 0.12 -0.13
H 3.812 -20.659 6.634 -0.74 -0.61 0.21 0.05
H 5.361 -20.100 7.269 -0.26 -0.11 -0.35 0.08
H 4.775 -19.608 5.678 -0.02 0.36 -0.14 0.07
H 4.555 -17.719 7.298 -1.07 -1.05 0.12 0.13
H 3.685 -18.792 8.485 0.33 -0.02 -0.39 0.09
H 2.368 -17.407 6.912 0.46 -1.65 -0.14 0.07
C 2.720 -17.883 13.791 0.02 0.84 1.31 -0.10
C 2.634 -18.727 12.568 1.37 0.26 0.42 -0.32
O 2.705 -17.828 11.434 -1.03 -1.79 -0.35 -0.13
H 2.223 -16.904 13.565 0.70 -0.63 0.38 0.09
H 3.785 -17.786 14.115 -0.94 0.46 -0.20 0.09
H 2.155 -18.328 14.632 0.35 0.14 -0.32 0.08
H 1.751 -19.374 12.671 0.21 0.36 -0.85 0.09
H 3.553 -19.343 12.508 -0.71 -0.20 0.03 0.12
H 2.504 -18.506 10.742 0.42 0.80 -0.25 0.05
C 1.910 -14.452 5.425 -0.03 -2.42 -0.88 -0.09
C 2.550 -14.392 6.713 1.39 0.13 2.97 -0.30
O 2.776 -15.684 7.327 0.04 0.54 -0.48 -0.10
H 0.923 -14.804 5.552 -1.33 -0.49 -0.18 0.05
H 2.424 -15.103 4.683 -0.15 0.62 0.47 0.11
H 1.885 -13.463 5.155 -0.24 2.35 -1.52 0.06
H 1.979 -13.787 7.457 0.06 -0.29 -0.69 0.13
H 3.494 -13.840 6.577 0.20 -0.42 0.35 0.12
H 2.583 -15.597 8.274 -0.20 -0.04 0.13 0.05
C 0.001 -19.703 10.694 0.46 0.94 0.85 -0.09
C 0.895 -20.477 9.726 1.19 2.24 -0.06 -0.22
O 2.289 -20.199 10.122 -0.25 -0.48 -0.55 -0.13
H 0.276 -18.624 10.882 -0.05 -0.95 -0.93 0.08
H 0.217 -20.108 11.711 -0.98 -0.22 -0.74 0.08
H -1.063 -19.688 10.376 0.69 -0.47 0.49 0.08
H 0.808 -20.145 8.669 -0.28 -0.45 0.65 0.09
H 0.744 -21.507 9.901 -0.42 -1.29 -0.38 0.10
H 2.899 -20.661 9.511 -0.61 0.37 0.41 0.10
C -1.191 -21.307 6.787 -1.44 0.59 1.23 -0.09
C 0.134 -20.959 6.202 -0.54 -0.58 -1.12 -0.33
O 0.020 -21.356 4.818 1.52 -0.38 0.35 -0.09
H -1.407 -22.383 6.619 0.06 0.71 0.40 0.09
H -1.921 -20.707 6.216 -0.06 -0.35 0.15 0.07
H -1.370 -20.969 7.860 0.44 -0.73 -1.06 0.08
H 0.921 -21.572 6.614 0.44 -0.10 0.08 0.10
H 0.379 -19.909 6.302 0.16 0.23 0.04 0.07
H -0.658 -20.867 4.366 -0.57 0.55 -0.07 0.03
C -1.709 -17.033 9.198 -3.42 -1.00 0.97 -0.09
C -0.570 -17.302 8.322 0.39 0.28 0.59 -0.33
O -0.593 -16.334 7.305 0.55 -0.01 -1.05 -0.09
H -2.616 -17.343 8.589 0.57 0.57 0.82 0.10
H -1.918 -16.044 9.590 0.53 0.52 -0.49 0.08
H -1.763 -17.648 10.119 0.34 -0.01 -0.61 0.06
H -0.723 -18.323 7.967 0.47 0.00 -0.45 0.11
H 0.341 -17.219 8.893 0.77 -0.18 0.03 0.10
H -0.200 -16.744 6.513 -0.39 0.10 0.05 0.06
C -5.266 -17.840 11.640 1.58 0.46 -0.49 -0.11
C -6.702 -17.957 11.244 -0.74 -1.19 0.42 -0.33
O -7.061 -17.196 10.095 -0.16 0.76 1.51 -0.08
H -5.086 -18.222 12.659 -0.11 -0.09 -0.46 0.08
H -5.026 -16.761 11.673 0.03 -0.39 0.01 0.08
H -4.535 -18.298 10.917 -0.76 0.28 0.67 0.08
H -7.260 -17.678 12.145 -0.42 0.74 -0.51 0.11
H -7.039 -19.001 11.128 0.39 0.12 -0.30 0.12
H -6.981 -17.717 9.313 0.23 -0.63 -0.93 0.06



51
Properties=species:S:1:pos:R:3:forces:R:3:mulliken_spin:R:1 method="wB97M-V/def2-TZVPD" multiplicity=8 orbital_gap_ev="6.87 / 8.53" homo_energy_ev="-8.74 / -8.77" total_charge=0 energy_ha=-2880.24254
C -2.992 2.192 2.815 -0.02 0.50 -0.28 -0.01
C -1.711 2.331 2.213 -0.34 0.15 -0.69 0.00
C -1.905 2.569 0.810 0.06 0.48 0.65 -0.07
H -0.750 2.318 2.731 -0.36 -0.14 -0.21 0.00
C -3.316 2.592 0.548 0.60 0.48 0.86 0.01
C -3.973 2.389 1.809 -0.13 0.61 -0.15 -0.04
H -5.050 2.499 1.998 0.73 -0.37 -0.31 0.00
H -3.202 2.003 3.871 0.09 0.09 -0.49 0.00
H -1.106 2.793 0.096 -0.40 -0.30 0.19 0.00
H -3.761 2.794 -0.423 -0.01 -0.08 0.33 0.01
Gd -2.848 0.189 1.061 -0.03 -1.30 -0.18 7.25
Cl -3.105 -0.635 -1.289 -0.09 -0.01 -0.15 -0.09
P 0.530 -0.425 -0.431 0.50 -0.16 -0.02 -0.02
C 1.208 0.610 -1.794 -0.18 0.44 -0.32 0.00
C 2.532 1.076 -1.849 -0.25 -0.05 -0.14 0.00
H 3.230 0.843 -1.045 -0.19 0.05 -0.19 0.00
C 2.966 1.836 -2.940 -0.21 -0.06 0.00 0.00
H 4.000 2.186 -2.973 -0.32 -0.09 0.00 0.00
C 2.084 2.141 -3.979 -0.10 -0.16 0.15 0.00
H 2.424 2.734 -4.829 -0.09 -0.16 0.23 0.00
C 0.760 1.685 -3.929 0.17 0.00 0.07 0.00
H 0.071 1.913 -4.744 0.19 -0.03 0.24 0.00
C 0.319 0.935 -2.840 0.35 -0.01 0.22 0.00
H -0.715 0.589 -2.784 0.23 0.08 -0.06 0.00
C 1.913 -0.332 0.777 0.19 0.06 0.40 0.00
C 1.923 0.780 1.644 0.21 -0.44 -0.13 0.00
H 1.133 1.529 1.562 0.19 -0.16 0.03 0.00
C 2.936 0.927 2.589 0.10 -0.11 -0.07 0.00
H 2.934 1.793 3.254 0.02 -0.25 -0.18 0.00
C 3.952 -0.032 2.685 -0.19 0.03 -0.14 0.00
H 4.743 0.085 3.426 -0.22 -0.03 -0.20 0.00
C 3.949 -1.137 1.831 -0.16 0.13 0.00 0.00
H 4.740 -1.887 1.897 -0.23 0.23 0.01 0.00
C 2.931 -1.293 0.884 -0.04 0.32 0.15 0.00
H 2.938 -2.162 0.226 -0.03 0.23 0.15 0.00
C 0.783 -2.111 -1.124 -0.28 -0.43 -0.04 0.00
C 1.522 -2.389 -2.285 -0.13 -0.14 0.26 0.00
H 1.987 -1.578 -2.846 -0.13 -0.19 0.16 0.00
C 1.673 -3.708 -2.725 -0.13 0.03 0.17 0.00
H 2.257 -3.911 -3.624 -0.19 0.05 0.26 0.00
C 1.079 -4.758 -2.019 -0.01 0.23 0.12 0.00
H 1.196 -5.785 -2.366 -0.04 0.29 0.10 0.00
C 0.332 -4.488 -0.866 0.10 0.04 -0.06 0.00
H -0.132 -5.304 -0.310 0.11 0.22 -0.19 0.00
C 0.176 -3.176 -0.425 0.30 0.20 -0.44 0.00
H -0.419 -2.960 0.464 0.12 -0.11 -0.19 0.00
F -4.442 -0.611 2.128 0.24 0.23 0.04 -0.04
B -6.404 0.552 3.254 -0.13 0.08 0.19 0.00
F -5.933 1.637 3.915 -0.29 -1.11 -0.47 0.00
F -6.899 0.758 2.023 0.36 -0.40 1.07 0.00
F -6.556 -0.596 3.928 0.04 1.06 -0.76 0.00



20
Properties=species:S:1:pos:R:3:forces:R:3:lowdin_charge:R:1 method="wB97M-V/def2-TZVPD" e_above_lowest_kcal_mol=63.7 orbital_gap_ev=7.91 homo_energy_ev=-8.14 total_charge=0 energy_ha=-876.15403
C 3.741 -0.140 0.198 -6.49 2.42 -2.26 -0.71
C 1.264 0.693 -0.096 0.36 1.85 -0.48 -0.28
C 0.991 2.056 -0.074 0.11 1.99 -1.23 0.00
C -0.397 2.574 -0.106 0.73 0.27 1.20 -0.08
C -1.423 1.629 0.028 -1.01 -0.02 -0.18 -0.10
C -1.120 0.244 -0.194 -3.07 1.12 3.19 -0.10
C -2.371 -0.622 0.342 2.18 2.14 -0.21 -0.04
C -2.019 -1.909 0.271 -1.69 -2.16 1.71 -0.18
C -0.715 -2.303 -0.211 2.76 -3.90 -1.86 -0.09
C 0.505 -1.581 -0.515 -2.42 -2.29 0.80 -0.01
C 0.256 -0.209 -0.329 -2.47 -0.35 0.46 -0.19
H 1.955 2.688 -0.278 -2.25 -0.72 0.92 0.14
H -0.674 3.697 -0.005 0.98 -2.10 -0.31 0.12
H -2.597 1.842 0.333 3.46 -0.05 -1.10 0.15
H -3.348 -0.221 0.999 2.93 -0.78 -2.45 0.17
H -2.813 -2.682 0.789 2.49 1.46 -1.71 0.15
H -0.651 -3.466 -0.444 -0.04 2.43 0.81 0.12
H 1.595 -2.010 -0.786 -3.13 0.82 0.71 0.16
N 2.557 0.223 -0.069 6.58 -1.95 1.54 0.09
S 5.267 -0.503 0.147 -0.01 -0.19 0.45 0.69